1.
{"formula": "C26H48IN6O5P2W", "method": "ωB97M-V/def2-TZVPD", "symbols": ["W", "C", "C", "C", "C", "C", "C", "C", "C", "C", "C", "H", "H", "H", "H", "H", "H", "H", "H", "H", "H", "H", "H", "H", "H", "C", "N", "C", "P", "O", "O", "P", "O", "N", "C", "C", "N", "C", "C", "N", "C", "C", "H", "H", "H", "H", "H", "H", "H", "H", "H", "H", "H", "H", "H", "H", "H", "H", "H", "H", "H", "H", "H", "H", "H", "H", "N", "C", "C", "C", "O", "O", "H", "H", "H", "H", "H", "H", "I", "C", "C", "C", "C", "C", "N", "H", "H", "H", "H"], "coordinates": [[-0.993, 1.110, 0.822], [-4.421, 0.997, 3.394], [-3.362, -0.097, 3.401], [-3.953, -1.363, 2.774], [-1.959, 0.302, 2.920], [-1.463, 1.611, 2.984], [-0.043, 1.824, 2.900], [0.872, 0.774, 3.225], [2.271, 1.065, 3.648], [0.382, -0.504, 3.092], [-0.971, -0.692, 2.685], [-5.306, 0.627, 3.909], [-4.729, 1.242, 2.377], [-4.119, 1.909, 3.905], [-3.138, -0.325, 4.452], [-4.412, -1.151, 1.803], [-4.765, -1.722, 3.404], [-3.260, -2.194, 2.670], [-2.102, 2.430, 3.292], [0.283, 2.848, 3.031], [2.344, 0.922, 4.730], [2.559, 2.092, 3.434], [2.978, 0.386, 3.179], [1.008, -1.363, 3.268], [-1.311, -1.712, 2.543], [1.397, -3.663, -4.178], [0.644, -2.558, -3.580], [0.568, -1.379, -4.446], [0.343, -2.425, -1.992], [-0.844, -1.574, -1.719], [1.625, -1.671, -1.268], [1.897, -0.312, -0.520], [0.714, 0.136, 0.362], [3.152, -0.604, 0.486], [4.538, -0.393, 0.036], [3.052, -1.819, 1.304], [2.204, 0.771, -1.678], [1.985, 2.204, -1.506], [3.150, 0.460, -2.765], [0.353, -3.867, -1.231], [-0.784, -4.754, -1.530], [1.562, -4.615, -0.879], [0.938, -3.921, -5.132], [1.370, -4.540, -3.543], [2.437, -3.378, -4.355], [0.052, -1.642, -5.369], [1.569, -1.029, -4.700], [0.015, -0.579, -3.959], [4.661, 0.609, -0.366], [4.847, -1.137, -0.700], [5.185, -0.481, 0.907], [2.015, -2.103, 1.461], [3.532, -1.648, 2.268], [3.560, -2.650, 0.813], [2.847, 2.698, -1.049], [1.084, 2.379, -0.913], [1.812, 2.641, -2.489], [3.284, -0.613, -2.868], [4.117, 0.929, -2.587], [2.738, 0.849, -3.696], [-1.678, -4.171, -1.740], [-0.974, -5.380, -0.660], [-0.571, -5.398, -2.385], [2.416, -3.954, -0.789], [1.788, -5.380, -1.623], [1.398, -5.114, 0.076], [-2.385, -0.319, -0.045], [-3.389, 0.099, -1.071], [-2.791, 0.686, -2.344], [-1.565, 1.535, -2.208], [-0.876, 2.016, -3.035], [-1.237, 1.807, -0.846], [-1.726, -0.966, -0.548], [-2.865, -0.856, 0.676], [-4.095, 0.782, -0.601], [-3.945, -0.798, -1.349], [-3.547, 1.293, -2.849], [-2.515, -0.106, -3.043], [-3.508, 3.342, 0.760], [-1.644, 4.263, 0.710], [-1.548, 5.634, 0.552], [-0.281, 6.193, 0.569], [0.821, 5.368, 0.760], [0.618, 4.013, 0.921], [-0.601, 3.449, 0.884], [-2.431, 6.243, 0.425], [-0.157, 7.261, 0.448], [1.823, 5.770, 0.793], [1.454, 3.349, 1.101]], "atomic_forces_ev_per_a": [[-1.0, 1.2, 0.8], [0.0, 0.0, 0.0], [0.1, 0.0, -0.2], [0.0, 0.0, 0.0], [-0.1, -0.2, 0.5], [0.2, 0.0, 0.8], [-0.1, -0.4, 1.0], [-0.1, 0.0, -0.1], [-0.1, 0.0, 0.0], [-0.2, 0.1, -0.1], [0.0, 0.1, 0.1], [0.0, 0.0, 0.0], [0.0, 0.0, 0.0], [0.0, 0.1, 0.0], [0.0, 0.0, 0.0], [0.0, 0.0, 0.0], [0.0, 0.0, 0.0], [0.1, 0.0, 0.0], [0.0, 0.0, -0.4], [0.1, -0.2, -0.1], [0.0, 0.0, 0.0], [0.0, 0.0, 0.0], [0.0, 0.0, 0.0], [0.0, -0.1, 0.0], [0.1, 0.1, -0.2], [0.0, 0.0, 0.0], [0.1, 0.1, 0.3], [-0.1, 0.0, 0.0], [-0.1, -0.1, -0.1], [0.0, 0.0, -0.1], [0.1, -0.1, 0.3], [0.0, 0.3, 0.0], [0.1, -0.2, -0.4], [-0.1, -0.2, -0.2], [0.0, 0.2, 0.0], [0.0, 0.0, 0.1], [0.2, 0.0, 0.1], [-0.2, 0.2, 0.2], [-0.1, 0.0, -0.1], [0.0, 0.1, -0.3], [-0.1, 0.0, 0.1], [0.1, 0.0, 0.1], [0.0, 0.0, 0.0], [0.0, -0.1, 0.0], [0.0, 0.0, 0.0], [0.0, 0.0, 0.0], [0.0, 0.0, 0.0], [0.0, 0.0, 0.0], [0.0, 0.0, -0.1], [0.0, 0.0, 0.0], [0.0, 0.0, 0.0], [-0.1, 0.0, 0.0], [0.0, 0.0, 0.0], [0.0, -0.1, 0.0], [0.0, 0.0, 0.0], [0.3, 0.0, -0.2], [0.0, 0.0, 0.0], [0.0, 0.0, 0.0], [0.0, 0.0, 0.0], [0.0, 0.0, 0.0], [0.0, 0.0, 0.0], [0.0, 0.0, 0.0], [0.0, 0.0, 0.0], [0.1, 0.0, 0.0], [0.0, 0.0, 0.0], [0.0, 0.0, 0.0], [0.5, -0.4, 0.2], [-0.2, -0.1, 0.1], [0.1, -0.1, -0.3], [0.2, 0.2, 0.8], [-0.2, -0.2, -0.1], [-0.1, -0.1, -2.1], [-0.1, -0.2, -0.1], [0.0, 0.0, -0.2], [0.1, 0.0, 0.0], [0.0, 0.1, 0.0], [0.0, 0.0, 0.0], [0.0, 0.0, 0.0], [-0.1, 0.1, 0.0], [-0.1, 0.0, 0.0], [0.1, -0.2, 0.0], [0.1, 0.0, 0.0], [-0.1, -0.1, 0.0], [0.2, 0.2, 0.0], [0.2, 0.2, 0.0], [0.0, 0.0, 0.0], [0.0, 0.0, 0.0], [0.0, 0.0, 0.0], [0.0, 0.0, 0.0]], "lowdin_charge": [1.74, -0.08, -0.33, -0.05, -0.28, -0.20, -0.13, -0.24, 0.02, -0.01, -0.06, 0.11, 0.03, 0.08, 0.17, 0.08, 0.11, 0.08, 0.11, 0.12, 0.12, 0.10, 0.07, 0.13, 0.13, -0.05, -0.28, -0.06, 0.53, -0.26, -0.24, 0.56, -0.38, -0.27, -0.06, -0.09, -0.26, -0.07, -0.06, -0.29, -0.07, -0.08, 0.11, 0.06, 0.10, 0.11, 0.08, 0.07, 0.08, 0.10, 0.10, 0.07, 0.10, 0.09, 0.10, 0.03, 0.11, 0.08, 0.10, 0.10, 0.08, 0.10, 0.10, 0.07, 0.09, 0.10, -0.06, -0.19, -0.06, -0.45, 0.19, -0.36, 0.05, 0.07, 0.06, 0.14, 0.16, 0.13, 1.28, -0.69, -0.07, 0.01, 0.01, -0.13, -0.12, 0.12, 0.14, 0.13, 0.12], "orbital_gap_ha": [0.2539, 0.2597], "s_squared": 2.0239, "mol_weight_da": 897.4, "e_above_lowest_kcal_mol": 64.0, "total_charge": 3, "multiplicity": 3, "lumo_ha": [-0.34001, -0.36158]}

=====

2.
{"formula": "C4H6N2O2", "method": "ωB97M-V/def2-TZVPD", "symbols": ["C", "C", "C", "C", "H", "H", "H", "H", "H", "H", "N", "N", "O", "O"], "coordinates": [[0.822, -0.474, 0.956], [-0.575, -0.346, 0.187], [-0.404, 1.117, -0.367], [-0.383, -0.930, -1.156], [1.986, 1.009, 0.305], [0.629, -0.238, 2.055], [1.109, -1.496, 1.076], [-2.529, 0.850, 0.920], [-0.721, 2.110, 0.223], [-0.708, -1.866, -1.919], [0.208, 1.196, -1.528], [0.042, -0.073, -2.109], [2.142, -0.117, 0.381], [-1.616, -0.742, 0.977]], "atomic_forces_ev_per_a": [[1.7, -1.7, 1.7], [1.9, 1.6, -1.6], [0.6, 2.5, -0.1], [-0.2, -1.2, -7.3], [1.4, -4.7, -0.1], [0.4, 0.9, -1.4], [-1.0, -1.3, -0.1], [1.7, -3.7, 0.4], [1.0, -2.3, -0.8], [0.8, 1.6, 3.5], [-2.5, 0.5, 2.9], [-0.1, -2.6, 2.7], [-3.6, 6.1, 0.5], [-2.1, 4.2, -0.3]], "lowdin_charge": [-0.19, -0.60, -0.14, -0.07, 0.19, 0.14, 0.11, 0.38, 0.15, 0.19, 0.02, 0.01, -0.13, -0.05], "orbital_gap_ha": 0.2462, "mol_weight_da": 114.1, "e_above_lowest_kcal_mol": 238.9, "lumo_ha": -0.11501}

=====

3.
{"formula": "C22H25N3O3", "method": "ωB97M-V/def2-TZVPD", "symbols": ["C", "O", "C", "C", "C", "O", "C", "C", "C", "C", "O", "N", "C", "C", "C", "C", "N", "N", "C", "C", "C", "C", "C", "C", "C", "C", "C", "C", "H", "H", "H", "H", "H", "H", "H", "H", "H", "H", "H", "H", "H", "H", "H", "H", "H", "H", "H", "H", "H", "H", "H", "H", "H"], "coordinates": [[-1.639, 4.096, 3.683], [-1.958, 4.648, 2.427], [-1.266, 4.218, 1.340], [-1.592, 4.826, 0.132], [-0.937, 4.476, -1.043], [-1.328, 5.156, -2.157], [-0.690, 4.875, -3.378], [0.042, 3.488, -1.021], [0.358, 2.873, 0.186], [1.415, 1.823, 0.288], [2.101, 1.689, 1.286], [1.536, 1.024, -0.794], [2.495, -0.068, -0.873], [3.389, 0.117, -2.096], [1.779, -1.384, -0.881], [1.706, -2.350, -1.898], [0.967, -3.374, -1.528], [0.552, -3.104, -0.287], [-0.236, -4.035, 0.426], [0.273, -4.608, 1.583], [-0.484, -5.519, 2.297], [-1.745, -5.865, 1.844], [-2.241, -5.305, 0.680], [-1.502, -4.383, -0.049], [-2.036, -3.771, -1.305], [1.016, -1.909, 0.152], [0.647, -1.312, 1.460], [-0.280, 3.238, 1.364], [-0.594, 4.281, 3.949], [-2.289, 4.599, 4.398], [-1.836, 3.020, 3.711], [-2.351, 5.590, 0.108], [0.385, 5.078, -3.329], [-0.851, 3.837, -3.689], [-1.146, 5.542, -4.108], [0.583, 3.226, -1.916], [0.879, 1.109, -1.553], [3.097, 0.015, 0.040], [4.126, -0.680, -2.142], [3.908, 1.071, -2.034], [2.796, 0.099, -3.008], [2.163, -2.347, -2.867], [1.269, -4.347, 1.911], [-0.086, -5.962, 3.197], [-2.340, -6.578, 2.394], [-3.224, -5.585, 0.329], [-3.019, -4.168, -1.542], [-1.357, -3.973, -2.132], [-2.112, -2.689, -1.197], [-0.305, -0.782, 1.374], [1.401, -0.591, 1.766], [0.539, -2.072, 2.230], [0.023, 2.744, 2.273]], "atomic_forces_ev_per_a": [[0.1, -0.1, 0.2], [0.0, 0.1, -0.4], [0.0, 0.0, -0.3], [0.0, 0.0, 0.0], [-0.2, 0.0, 0.3], [-0.1, 0.0, 0.4], [0.1, -0.1, -0.2], [0.1, -0.1, -0.2], [-0.3, 0.4, 0.2], [0.0, 0.0, -0.2], [0.1, 0.0, 0.3], [0.1, 0.0, -0.2], [0.2, 0.0, 0.1], [0.0, 0.0, 0.3], [-0.1, -0.1, 0.3], [-0.1, 0.1, 0.3], [0.0, -0.7, -0.6], [0.3, 0.6, 0.0], [-0.3, -0.5, 0.3], [0.0, 0.1, -0.1], [0.0, 0.0, 0.1], [0.0, 0.0, 0.0], [0.1, 0.0, 0.0], [0.1, 0.1, 0.0], [0.0, 0.0, -0.1], [0.2, 0.3, -0.2], [0.0, 0.0, 0.0], [0.1, -0.1, 0.2], [0.0, 0.0, 0.0], [0.1, -0.1, 0.0], [0.0, 0.0, 0.0], [-0.1, 0.1, 0.0], [0.0, 0.0, 0.0], [0.0, 0.0, 0.0], [0.1, -0.1, 0.0], [0.0, 0.0, -0.1], [-0.1, 0.0, 0.1], [-0.1, 0.0, -0.2], [0.1, -0.1, -0.1], [0.0, 0.1, 0.0], [0.0, 0.0, -0.1], [0.1, 0.0, -0.2], [0.1, 0.0, 0.0], [0.0, 0.0, 0.1], [-0.1, -0.1, 0.0], [-0.1, 0.0, -0.1], [-0.1, 0.0, 0.0], [-0.1, 0.1, -0.1], [0.0, 0.1, -0.1], [0.0, 0.0, 0.1], [0.0, 0.0, 0.1], [0.0, 0.0, 0.1], [0.0, 0.0, 0.1]], "lowdin_charge": [-0.08, -0.08, -0.26, 0.08, -0.26, -0.08, -0.09, 0.02, -0.12, -0.45, 0.06, 0.11, -0.31, -0.04, -0.13, -0.09, 0.09, -0.07, -0.16, -0.02, -0.08, -0.08, -0.04, -0.20, -0.04, -0.19, 0.01, 0.04, 0.10, 0.09, 0.10, 0.13, 0.10, 0.09, 0.09, 0.10, 0.14, 0.15, 0.08, 0.08, 0.08, 0.11, 0.12, 0.10, 0.10, 0.11, 0.08, 0.07, 0.09, 0.10, 0.07, 0.07, 0.11], "smiles": "COc1cc(OC)cc(C(=O)N[C@H](C)c2cnn(-c3ccccc3C)c2C)c1", "orbital_gap_ha": 0.3394, "mol_weight_da": 379.5, "e_above_lowest_kcal_mol": 67.3, "lumo_ha": 0.02134}

=====

4.
{"formula": "C5H14N2", "method": "ωB97M-V/def2-TZVPD", "symbols": ["C", "C", "C", "C", "N", "C", "N", "H", "H", "H", "H", "H", "H", "H", "H", "H", "H", "H", "H", "H", "H"], "coordinates": [[2.769, -0.415, -0.680], [1.735, 0.076, 0.325], [0.343, -0.476, -0.053], [-0.111, -0.205, -1.445], [-0.662, 0.398, 0.701], [-2.074, 0.175, 0.730], [-2.782, 0.855, 1.812], [3.783, -0.112, -0.504], [2.811, -1.505, -1.195], [2.454, 0.071, -1.644], [2.014, -0.328, 1.261], [1.417, 1.089, 0.431], [0.376, -1.468, 0.292], [-0.347, 0.882, -1.483], [0.729, -0.657, -2.162], [-0.944, -0.972, -1.710], [-0.490, 1.436, 0.824], [-2.605, 0.356, -0.212], [-1.841, -0.962, 0.809], [-3.246, 0.120, 2.385], [-3.329, 1.640, 1.519]], "atomic_forces_ev_per_a": [[-0.6, -0.1, -3.8], [-1.1, -2.1, -1.0], [-1.4, 3.6, 1.3], [1.4, -3.6, -2.7], [1.4, 2.4, 2.0], [1.1, -2.8, -0.5], [0.9, -2.3, 0.7], [0.4, 0.1, 0.3], [-0.5, 1.8, 2.4], [0.8, 0.1, 0.7], [-0.1, -0.1, 1.4], [1.6, 1.3, -0.3], [-0.9, -1.6, 0.2], [0.2, -1.1, -0.9], [-1.7, 1.6, 0.8], [0.7, 2.0, 0.5], [0.6, -1.8, -0.6], [0.1, 0.1, -0.3], [-2.6, 1.0, 0.3], [0.1, 1.6, -0.6], [-0.6, -0.2, -0.1]], "lowdin_charge": [-0.13, -0.21, -0.41, -0.10, -0.12, -0.37, 0.01, 0.05, 0.13, 0.05, 0.09, 0.09, 0.12, 0.10, 0.09, 0.11, 0.13, 0.10, 0.14, 0.08, 0.05], "smiles": "CC[C@H](C)NCN", "orbital_gap_ha": 0.3331, "mol_weight_da": 102.2, "e_above_lowest_kcal_mol": 76.8, "lumo_ha": 0.03977}

=====

5.
{"formula": "C2H2N2OS2", "method": "ωB97M-V/def2-TZVPD", "symbols": ["C", "C", "N", "N", "O", "S", "S", "H", "H"], "coordinates": [[-1.156, -0.783, 0.099], [-1.644, 0.640, 0.054], [0.768, 0.190, -0.044], [0.115, -0.890, 0.062], [-2.710, 1.162, -0.075], [3.392, 0.545, -0.008], [-0.038, 1.592, -0.047], [-1.828, -1.672, -0.108], [3.102, -0.782, 0.068]], "atomic_forces_ev_per_a": [[-3.4, 0.2, -0.5], [0.6, -0.5, -0.9], [2.6, -0.4, 0.2], [2.3, -0.3, -0.3], [0.0, -0.4, 0.4], [-2.4, -1.1, 0.1], [-1.3, 0.8, 0.2], [0.9, 1.3, 0.8], [0.5, 0.4, 0.0]], "lowdin_charge": [-0.14, -0.61, -0.53, -0.06, 0.02, 0.46, 0.97, 0.14, -0.25], "orbital_gap_ha": [0.1806, 0.1864], "mol_weight_da": 134.2, "e_above_lowest_kcal_mol": 100.1, "lumo_ha": [-0.13561, -0.13678]}

=====

6.
{"formula": "C15H29N2O6PS", "method": "ωB97M-V/def2-TZVPD", "symbols": ["C", "C", "C", "C", "O", "C", "O", "C", "O", "C", "S", "C", "C", "C", "C", "C", "N", "C", "P", "O", "O", "O", "H", "H", "H", "H", "H", "H", "H", "H", "H", "H", "H", "H", "H", "H", "H", "H", "H", "H", "H", "H", "H", "H", "H", "H", "H", "H", "C", "C", "N", "H", "H", "H"], "coordinates": [[-2.678, -1.766, 4.008], [-2.167, -3.270, 3.762], [-0.840, -3.401, 2.860], [-0.705, -2.120, 1.884], [0.283, -2.290, 0.831], [-0.319, -2.402, -0.462], [0.265, -3.485, -1.285], [-0.503, -3.438, -2.517], [-0.843, -4.432, -3.207], [-0.862, -1.859, -2.763], [-2.737, -1.911, -2.806], [-0.142, -1.158, -1.500], [-0.928, 0.094, -0.883], [-0.189, 0.826, 0.346], [-0.248, 2.442, 0.240], [0.834, 3.017, 1.306], [0.850, 2.200, 2.591], [1.376, -1.002, -2.002], [1.910, 0.750, -2.423], [0.812, 1.653, -3.002], [2.698, 1.381, -1.044], [3.135, 0.659, -3.640], [-1.848, -1.042, 4.342], [-3.506, -1.760, 4.795], [-3.096, -1.312, 3.028], [-1.926, -3.714, 4.798], [-3.038, -3.881, 3.345], [0.136, -3.456, 3.474], [-0.914, -4.355, 2.209], [-0.327, -1.255, 2.555], [-1.697, -1.762, 1.444], [-1.423, -2.752, -0.429], [-0.523, -1.409, -3.759], [-3.022, -3.063, -2.051], [-1.935, -0.322, -0.488], [-1.236, 0.886, -1.670], [0.875, 0.423, 0.469], [-0.777, 0.565, 1.307], [-0.073, 2.829, -0.827], [-1.267, 2.860, 0.587], [0.588, 4.089, 1.640], [1.875, 2.907, 0.842], [1.392, 2.802, 3.246], [1.460, 1.370, 2.465], [2.117, -1.388, -1.198], [1.558, -1.680, -2.917], [3.198, 2.180, -1.344], [2.874, 1.282, -4.369], [2.217, 4.848, -2.329], [1.388, 5.547, -1.293], [0.735, 6.097, -0.476], [1.983, 3.781, -2.333], [2.005, 5.262, -3.316], [3.278, 4.981, -2.107]], "atomic_forces_ev_per_a": [[0.0, 0.3, -0.5], [0.3, 0.2, 1.0], [-0.2, 0.2, -1.1], [-0.1, 0.5, 1.6], [-1.4, -0.3, -1.8], [0.1, 0.1, -1.1], [-1.6, -0.5, -1.3], [0.3, -1.6, -1.4], [1.9, 4.3, 3.3], [-0.1, -1.2, 0.7], [0.2, -0.4, 0.5], [-1.4, -0.4, 0.2], [-0.7, 0.4, 0.0], [-1.0, 0.2, 0.0], [0.4, 0.0, 1.2], [0.0, -0.4, -0.4], [1.0, 0.8, -0.3], [1.1, -0.5, 1.1], [-0.4, 2.1, -1.9], [2.4, -1.9, 1.5], [-0.6, -0.7, -2.8], [-1.8, 0.4, 1.7], [-1.2, -1.3, -0.3], [1.1, 0.0, -1.1], [0.5, -0.8, 1.7], [-0.4, 0.6, -1.6], [1.3, 0.8, 0.4], [-1.7, 0.0, -0.9], [0.2, 1.5, 1.1], [-0.6, -1.3, -1.3], [1.3, -0.8, 0.6], [1.5, 1.3, 0.6], [-0.5, -0.9, 1.4], [0.6, 1.2, -0.8], [1.6, 0.6, -0.8], [0.8, -1.5, 1.1], [-1.4, 0.8, -0.2], [1.2, 0.4, -1.5], [0.0, -0.7, 1.6], [1.4, -1.0, -0.7], [0.5, -1.6, -0.9], [-1.4, 0.7, 0.4], [-0.6, -0.7, -0.4], [-0.6, 0.7, 0.0], [-1.2, 0.7, -1.2], [-0.2, 1.3, 1.3], [-0.5, -0.8, 0.4], [0.0, -0.8, 1.0], [-0.4, 0.4, 0.7], [-1.5, 1.2, 1.9], [2.2, -1.8, -2.7], [-0.2, 0.1, 0.0], [0.0, 0.0, 0.1], [-0.1, 0.1, 0.0]], "lowdin_charge": [-0.14, -0.25, -0.16, -0.21, -0.08, -0.27, -0.01, -0.38, 0.07, -0.44, 0.76, -0.35, -0.15, -0.20, -0.17, -0.28, -0.05, -0.13, 0.67, -0.34, -0.19, -0.21, 0.08, 0.08, 0.07, 0.11, 0.11, 0.12, 0.12, 0.13, 0.11, 0.16, 0.13, -0.08, 0.10, 0.12, 0.10, 0.10, 0.09, 0.12, 0.11, 0.09, 0.07, 0.06, 0.13, 0.12, 0.07, 0.08, -0.06, -0.24, 0.12, 0.03, 0.08, 0.08], "smiles": "CCCCO[C@@H]1OC(=O)[C@@H](S)[C@]1(CCCCN)CP(=O)(O)O.CC#N", "orbital_gap_ha": 0.3442, "mol_weight_da": 396.4, "lumo_ha": 0.00257}

=====

7.
{"formula": "C4H4O2", "method": "ωB97M-V/def2-TZVPD", "symbols": ["O", "C", "C", "O", "C", "C", "H", "H", "H", "H"], "coordinates": [[1.529, -0.792, -0.170], [0.350, -0.185, -0.195], [0.286, 1.045, -1.005], [1.261, 1.394, -1.644], [-0.737, -0.590, 0.595], [-1.598, -1.402, 1.080], [2.133, -0.211, -0.679], [-0.448, 0.516, 0.994], [-0.677, 1.583, -1.015], [-2.100, -1.358, 2.039]], "atomic_forces_ev_per_a": [[0.0, 0.1, 0.0], [0.1, 0.1, -0.3], [0.1, -0.1, 0.0], [-0.3, -0.1, 0.2], [-0.1, -0.2, 0.0], [0.3, 0.4, 0.0], [0.0, -0.1, 0.1], [-0.2, 0.0, 0.2], [0.1, -0.1, 0.0], [0.0, 0.0, -0.1]], "lowdin_charge": [0.12, -0.33, -0.21, 0.05, -0.24, 0.12, 0.13, 0.20, 0.14, 0.02], "orbital_gap_ha": [0.2573, 0.2791], "mol_weight_da": 84.1, "e_above_lowest_kcal_mol": 108.7, "lumo_ha": [-0.03878, -0.03500]}